<1>
Density functional theory data (ωB97M-V/def2-TZVPD) for 2 unconnected molecules or ions with the total composition C2H2O4.

Each line ends with the natural charge from an NBO analysis.
Atoms and positions in Å:
C: 2.20602 2.30598 -0.25229  1.021
C: 0.09586 0.14593 0.84242  0.412
O: 3.04089 2.59630 0.44753  -0.500
O: 1.39998 2.07702 -1.00821  -0.523
O: 1.22597 -0.35448 0.49514  -0.679
O: -0.83100 0.22422 -0.13937  -0.722
H: 1.37843 -0.64978 -0.49218  0.471
H: -1.76739 0.48385 0.25309  0.520

Output
Kohn-Sham gap   9.6467 eV
Net charge   0
E_HOMO   -9.11 eV

<2>
Density functional theory data (ωB97M-V/def2-TZVPD) for C2H2O4 in the gas phase.

Each line ends with the natural charge from an NBO analysis.
Atoms and positions in Å:
O: -1.64215 -0.79372 0.07159  -0.635
C: -0.67314 0.06338 -0.22155  0.399
O: -0.75334 1.43232 -0.12068  -0.216
O: 0.65783 1.45564 0.04891  -0.208
C: 0.72897 0.05118 0.02967  0.347
O: 1.78361 -0.81326 -0.21628  -0.672
H: -2.43121 -0.33928 -0.17499  0.487
H: 2.32943 -1.05627 0.58334  0.499

Output
Kohn-Sham gap   8.6165 eV
Net charge   0
E_HOMO   -8.10 eV

Energy relative to the most stable one, in hartree: <1> 0.0000; <2> 0.1606

<1>
Density functional theory data (ωB97M-V/def2-TZVPD) for C3H7N3S in the gas phase.

Each line ends with the natural charge from an NBO analysis.
Atoms and positions in Å:
S: 0.22392 -1.77739 -1.16891  0.240
N: -0.03258 -0.48683 -0.37256  -0.683
C: -0.30347 -0.46657 1.07587  0.190
N: -0.52898 0.51066 1.82206  -0.252
N: -0.64211 1.79840 1.06499  -0.493
C: 0.10819 1.84588 -0.23320  -0.248
C: 0.84646 0.59897 -0.55105  -0.231
H: -1.23916 -2.23885 -1.33342  0.108
H: -0.41415 -1.44286 1.45176  0.185
H: -0.45951 2.67235 1.83642  0.386
H: 0.75284 2.55270 -0.32791  0.200
H: -0.65789 1.58962 -1.00612  0.204
H: 1.66436 0.39475 0.22751  0.161
H: 1.28941 0.28515 -1.49691  0.232

Output
Kohn-Sham gap   8.9539 eV
Net charge   0
E_HOMO   -8.31 eV

<2>
Density functional theory data (ωB97M-V/def2-TZVPD) for C3H7N3S in the gas phase.

Each line ends with the natural charge from an NBO analysis.
Atoms and positions in Å:
H: 2.98576 -0.03230 0.99300  0.345
N: 2.20090 -0.74526 1.19376  -0.708
C: 1.01216 -0.41331 1.09497  0.410
N: 0.13010 -1.48434 1.10226  -0.839
C: 0.45808 0.92526 0.84383  -0.628
S: 0.19076 1.20815 -0.90281  0.368
N: -1.28049 0.19714 -0.93207  -0.530
C: -1.82954 0.38766 -2.09660  -0.081
H: -0.84906 -1.37450 0.66857  0.403
H: 0.60908 -2.34276 0.65544  0.399
H: -0.57814 0.93591 1.30694  0.250
H: 1.18412 1.73918 1.15325  0.250
H: -1.47190 1.13305 -2.88199  0.175
H: -2.76183 -0.13389 -2.19854  0.185

Output
Kohn-Sham gap   9.2507 eV
Net charge   0
E_HOMO   -8.68 eV

<3>
Density functional theory data (ωB97M-V/def2-TZVPD) for C3H7N3S in the gas phase.

Each line ends with the natural charge from an NBO analysis.
Atoms and positions in Å:
H: 0.11747 -2.68951 -0.19222  0.339
N: 0.63338 -2.22522 0.54402  -0.704
C: 0.98200 -1.05220 0.24338  0.432
N: 1.76241 -0.31270 1.08838  -0.813
C: 0.68070 -0.43979 -1.10236  -0.614
S: -0.09288 1.18008 -0.94398  0.367
N: -1.53917 0.81642 -0.13205  -0.538
C: -2.25887 1.82963 0.15785  -0.088
H: 1.74019 0.64431 1.01868  0.383
H: 1.66895 -0.73715 2.02872  0.398
H: -0.03825 -1.07038 -1.53489  0.230
H: 1.56266 -0.29744 -1.76139  0.254
H: -3.17133 1.50997 0.65849  0.186
H: -2.04726 2.84398 -0.07264  0.164

Output
Kohn-Sham gap   9.6436 eV
Net charge   0
E_HOMO   -8.89 eV

Energy relative to the most stable one, in hartree: <1> 0.1418; <2> 0.0276; <3> 0.0000

<1>
Density functional theory data (ωB97M-V/def2-TZVPD) for C3H7N3S in the gas phase.

Each line ends with the natural charge from an NBO analysis.
Atoms and positions in Å:
C: 2.66106 0.31620 -0.02286  -0.708
C: 1.66235 -0.77661 -0.07814  0.131
N: 0.38829 -0.74227 -0.14003  -0.330
N: -0.08554 0.53644 -0.17196  -0.403
C: -1.32726 0.71000 -0.05025  0.285
N: -2.23885 -0.25646 0.12811  -0.783
S: -3.86325 -0.15206 -0.20431  0.213
H: 2.11526 1.26149 0.00734  0.257
H: 3.14476 0.35845 -1.12458  0.233
H: 3.41352 0.18132 0.78678  0.237
H: 1.95341 -1.81123 -0.07542  0.176
H: -1.74588 1.70571 -0.00814  0.179
H: -1.80856 -1.20195 -0.09151  0.421
H: -4.26932 -0.12901 1.04496  0.092

Output
Kohn-Sham gap   9.5920 eV
Net charge   0
E_HOMO   -8.70 eV

<2>
Density functional theory data (ωB97M-V/def2-TZVPD) for C3H7N3S in the gas phase.

Each line ends with the natural charge from an NBO analysis.
Atoms and positions in Å:
H: 1.14531 0.09500 1.46009  0.328
N: 1.90652 -0.58824 1.38066  -0.693
C: 1.46835 -1.69024 0.91721  0.268
N: 0.21892 -1.91216 0.32846  -0.471
N: -0.87093 -1.10982 0.64579  -0.460
C: -1.37369 -0.15917 -0.36587  -0.306
C: -0.30840 0.74502 -0.95770  -0.276
S: -0.39305 2.37385 -0.95498  0.072
H: 2.04581 -2.62134 0.73104  0.167
H: 0.02707 -2.80487 0.02471  0.375
H: -0.81106 -0.68235 1.52203  0.358
H: -1.93838 -0.73565 -1.13862  0.212
H: -2.14943 0.40794 0.17604  0.222
H: 0.47028 0.25747 -1.54184  0.203

Output
Kohn-Sham gap   8.1479 eV
Net charge   0
E_HOMO   -8.63 eV

Energy relative to the most stable one, in hartree: <1> 0.0000; <2> 0.0085